# C3H6Cl6F24P4V2

C3H6Cl6F24P4V2 as an isolated structure in a non-equilibrium geometry (ωB97M-V/def2-TZVPD, OMol25).

## Properties
E_tot	-232103.9082	eV
LUMO energy (spin up / spin down)	-6.14 / -10.34	eV
HOMO energy (spin up / spin down)	-0.4864 / -0.5070	hartree

Structure (ORCA input):
```
! wB97M-V def2-TZVPD RIJCOSX def2/J DEFGRID3
* xyz 1 8
V -18.3700 7.6037 -37.9927
V -19.7730 5.5330 -33.4478
P -21.4712 4.1520 -31.6882
F -19.9344 3.7658 -32.0902
F -21.7197 4.4957 -33.2929
F -21.9100 2.6388 -31.8591
F -23.0159 4.5032 -31.3225
F -21.0946 3.7356 -30.2074
F -20.9998 5.7324 -31.4992
P -18.4870 4.4846 -35.7776
F -16.9933 3.8111 -35.8068
F -17.9006 5.5805 -34.7043
F -18.0569 5.5044 -36.9973
F -19.9249 5.1607 -35.6809
F -19.1822 3.3796 -36.6755
F -18.9840 3.7046 -34.4542
P -20.4658 8.2941 -34.7865
F -19.5633 7.7369 -36.0116
F -21.5206 8.9169 -35.8521
F -21.3434 6.8932 -34.6259
F -21.2593 8.9033 -33.5296
F -19.3506 7.6482 -33.7661
F -19.6585 9.6441 -34.9725
P -15.3684 7.9117 -37.0424
F -14.2305 8.0372 -38.1358
F -14.5811 8.7662 -35.9280
F -15.9193 9.3122 -37.6320
F -16.6866 7.9670 -36.1556
F -16.3092 7.1855 -38.1372
F -15.0158 6.4714 -36.5128
C -18.1307 1.5969 -39.1910
Cl -17.4905 3.2876 -39.3427
Cl -16.9108 0.3674 -39.3447
H -18.6220 1.4505 -38.2290
H -18.8443 1.5598 -40.0141
C -18.4113 1.0527 -31.7529
Cl -19.7849 0.3033 -30.9605
Cl -17.0631 -0.1736 -31.8489
H -18.7389 1.4117 -32.7285
H -18.0533 1.8767 -31.1357
C -15.8290 0.3856 -35.6927
Cl -17.5843 0.3763 -35.7232
Cl -15.1908 -0.8600 -34.6226
H -15.5614 0.2196 -36.7362
H -15.4625 1.3649 -35.3849
*
```